Entry 1:
This record from the OMol25 dataset describes a 10-piece molecular cluster, C36H42F4N6O12 overall at a distorted geometry. The level of theory is the ωB97M-V functional and the def2-TZVPD basis.

Values from the calculation:
2S+1: 2
LUMO energy (spin up / spin down) (eV): 2.121 / 2.032
<S²>: 0.75
Strongest force on any atom (eV/Å): 4.46
Charge: -1

Atoms and positions in Å:
1 C -4.552930 0.331383 -0.265608
2 C -5.941282 0.437809 -0.958808
3 O -5.639976 0.980907 -2.169714
4 C -4.243054 0.802816 -2.431166
5 O -3.663563 1.205146 -3.441230
6 O -3.576751 0.361073 -1.288521
7 F -6.828271 1.238460 -0.251423
8 H -4.448741 -0.717808 0.010883
9 H -4.287230 0.921169 0.611691
10 H -6.456485 -0.504077 -1.147303
11 C -1.866610 0.738788 -10.818758
12 C -1.954307 0.021000 -12.192836
13 O -1.502692 1.108021 -13.018239
14 C -0.652100 1.866104 -12.303172
15 O 0.207257 2.561722 -12.803603
16 O -0.635214 1.406235 -10.967865
17 F -3.191400 -0.444837 -12.373967
18 H -1.812993 -0.065610 -10.085167
19 H -2.653067 1.444530 -10.551374
20 H -1.283484 -0.835637 -12.127531
21 C -3.490044 5.673556 -7.430562
22 C -4.756343 6.178658 -6.726689
23 O -4.263203 7.359505 -6.098203
24 C -2.930114 7.402285 -6.125049
25 O -2.165576 8.194791 -5.611088
26 O -2.511545 6.319402 -6.741055
27 F -5.207183 5.290873 -5.832889
28 H -3.322734 6.062891 -8.434816
29 H -3.382092 4.601192 -7.593272
30 H -5.557634 6.463094 -7.408703
31 C -10.428966 2.138749 -4.431220
32 C -8.916182 1.866922 -4.241055
33 O -8.790727 2.346683 -2.873068
34 C -9.583927 3.390280 -2.739288
35 O -9.496672 4.249833 -1.831268
36 O -10.496102 3.391011 -3.723250
37 F -8.106248 2.613941 -4.957815
38 H -10.905666 1.359902 -3.836027
39 H -10.774161 2.231171 -5.460980
40 H -8.579307 0.834460 -4.333991
41 N -11.121141 3.404903 -9.143244
42 C -11.590168 2.130586 -9.265373
43 C -10.577056 1.440914 -8.651721
44 C -9.498562 2.203796 -8.242608
45 C -9.828449 3.487562 -8.608966
46 H -11.698618 4.159399 -9.485798
47 H -12.483124 1.784499 -9.764624
48 H -10.549850 0.394934 -8.384175
49 H -8.629739 1.894387 -7.680638
50 H -9.272632 4.393197 -8.415855
51 N -3.224214 -2.602871 -5.364402
52 C -2.609810 -1.423013 -4.986190
53 C -1.711802 -1.760322 -3.972351
54 C -1.955615 -3.093110 -3.579211
55 C -2.807820 -3.555036 -4.482264
56 H -3.886871 -2.669661 -6.123696
57 H -2.767346 -0.515598 -5.550267
58 H -1.079798 -0.965746 -3.604075
59 H -1.513493 -3.705967 -2.807631
60 H -3.086876 -4.590567 -4.609564
61 N -5.672031 2.457998 -6.857836
62 C -4.676308 1.517830 -6.707892
63 C -4.128417 1.472077 -7.986671
64 C -5.017952 1.986762 -8.924961
65 C -5.842232 2.837302 -8.129919
66 H -6.241408 2.622133 -6.039939
67 H -4.494123 1.178144 -5.699020
68 H -3.224347 0.922161 -8.202631
69 H -5.019113 1.854344 -9.996810
70 H -6.664203 3.491139 -8.381445
71 N -7.452392 2.976156 -11.404621
72 C -8.703218 3.032877 -11.949610
73 C -8.686373 3.477590 -13.258879
74 C -7.328968 3.897793 -13.397426
75 C -6.592343 3.546128 -12.308986
76 H -7.127001 2.556248 -10.545613
77 H -9.511273 2.586207 -11.389319
78 H -9.497052 3.598190 -13.962213
79 H -6.933668 4.186700 -14.360058
80 H -5.557509 3.641235 -12.014939
81 N -7.547298 8.162329 -8.436148
82 C -6.273499 8.475778 -8.970326
83 C -5.780129 7.344940 -9.597940
84 C -6.708666 6.323841 -9.539886
85 C -7.800857 6.898103 -8.954146
86 H -8.272940 8.806404 -8.155581
87 H -5.897627 9.483681 -8.874120
88 H -4.828185 7.287113 -10.104763
89 H -6.700788 5.304530 -9.896728
90 H -8.847700 6.689302 -8.790107
91 N -0.931422 5.195765 -10.874907
92 C -1.783537 4.314288 -10.277484
93 C -3.108198 4.589114 -10.822125
94 C -3.086366 5.674585 -11.732228
95 C -1.707104 6.008712 -11.697633
96 H 0.060308 5.343777 -10.753753
97 H -1.517936 3.535719 -9.577709
98 H -4.069286 4.126183 -10.653564
99 H -3.967046 6.159413 -12.126862
100 H -1.327981 6.955396 -12.053248

Forces on the atoms, in the same order (eV/Å):
C -0.3 -2.9 0.7
C 0.1 0.3 1.4
O 2.6 0.3 -1.9
C 1.4 2.3 -1.4
O -2.2 -1.7 3.0
O -1.5 1.7 -2.4
F 0.8 -0.3 -0.5
H -0.4 -0.1 0.9
H -0.4 0.6 -0.5
H 0.0 -0.2 0.5
C -0.1 -1.7 0.0
C 0.2 1.7 3.1
O -1.0 -0.9 -0.8
C 3.4 -0.7 0.1
O -2.2 -0.7 1.4
O 0.0 1.5 -1.5
F -0.5 0.4 -1.2
H 0.3 0.4 0.4
H -0.3 -0.1 -0.4
H 0.3 0.1 -0.9
C -1.4 0.1 -2.0
C 0.6 0.5 -1.6
O -1.3 0.6 0.4
C 1.7 0.4 1.5
O -1.9 -0.7 -0.8
O 3.5 -0.6 1.0
F -0.2 -0.2 0.9
H -1.1 0.0 -0.5
H 0.1 -0.1 1.0
H 0.0 -0.1 0.4
C 2.0 0.2 0.3
C -1.7 -1.0 1.7
O 1.1 -1.2 -0.6
C -0.2 3.3 3.0
O -0.5 -3.0 -3.2
O -1.1 0.5 -0.1
F 1.0 1.3 -1.5
H -0.5 0.0 -0.3
H 0.0 0.1 0.3
H -0.1 -0.2 0.4
N -0.2 2.1 -1.1
C 2.1 -0.1 1.3
C -0.3 -3.8 0.4
C -0.1 1.6 -0.1
C -1.2 -0.4 0.2
H 0.6 0.3 0.1
H 0.0 0.5 0.2
H -0.4 -0.3 -0.5
H 0.0 -0.1 -0.2
H -0.5 0.2 -0.2
N 0.4 1.0 0.6
C 1.1 -1.3 -0.1
C -1.0 2.4 -0.4
C 1.6 0.7 0.5
C -2.1 -2.5 -1.7
H 0.0 -0.3 0.4
H 0.1 -0.1 0.2
H 0.1 -0.4 0.6
H 0.2 0.3 0.0
H -0.4 0.1 0.0
N 0.2 -1.0 1.9
C -0.2 2.3 -1.2
C 0.9 -3.2 0.9
C -0.5 2.9 1.0
C -0.8 -1.5 -1.6
H -0.3 0.7 -0.4
H 0.6 -0.1 -0.3
H -0.1 -0.3 -0.1
H 0.3 0.4 0.0
H 0.0 -0.1 -0.1
N 0.1 0.9 -0.8
C -1.4 -1.7 0.4
C 1.3 0.6 2.0
C 0.3 -0.3 -2.1
C 0.1 -0.2 0.7
H -0.6 0.0 0.1
H -0.1 0.1 0.0
H 0.1 -0.1 0.2
H 0.3 0.5 0.2
H 0.0 0.1 -0.5
N 2.3 -0.9 -2.6
C -0.8 0.0 0.6
C 1.5 1.9 -0.1
C -2.1 -0.4 0.1
C -2.1 0.7 1.9
H 0.4 -0.1 -0.1
H 0.3 -0.2 0.1
H 0.1 0.1 0.2
H 0.2 0.2 -0.3
H 0.1 -1.2 -0.2
N -2.2 1.1 -0.9
C -3.1 0.0 -1.2
C 1.2 -0.6 0.6
C 3.6 -0.9 1.9
C -0.8 1.3 -0.6
H -0.3 -0.3 0.1
H 0.3 0.2 -0.2
H 0.4 -0.6 0.8
H 0.4 0.1 -0.4
H 0.5 -0.3 -0.3



Entry 2:
This record from the OMol25 dataset describes C36H42I2N6NdO2P2S as an isolated structure at a distorted geometry. The level of theory is the ωB97M-V functional and the def2-TZVPD basis.

Values from the calculation:
Relative energy (zero: lowest compared OMol25 entry of this formula, charge and spin) (kcal/mol): 0.0
2S+1: 4
LUMO energy (spin up / spin down) (eV): -2.403 / -2.384
<S²>: 3.75
Strongest force on any atom (eV/Å): 2.14
Charge: +1

Atoms and positions in Å:
1 Nd -0.067381 -0.210687 0.861270
2 C -2.470903 1.661270 3.092060
3 C -1.015896 1.807977 3.557623
4 N -0.132705 1.961111 2.401524
5 C -0.039149 3.319138 1.870250
6 C -1.169983 3.734513 0.920057
7 S -1.698364 2.455839 -0.288752
8 C -3.447116 2.183999 0.171055
9 C -3.662945 0.957013 1.062770
10 N -2.536205 0.732579 1.959844
11 H -2.844017 2.633834 2.774430
12 H -3.089826 1.326003 3.934283
13 H -0.718704 0.901675 4.094485
14 H -0.936517 2.661857 4.246765
15 H 0.805103 1.675144 2.692712
16 H 0.898849 3.386332 1.315184
17 H -0.004721 4.068389 2.678278
18 H -0.821709 4.576254 0.319981
19 H -2.062331 4.046012 1.456108
20 H -3.981132 2.063953 -0.771906
21 H -3.801760 3.098502 0.641243
22 H -3.758024 0.074393 0.427216
23 H -4.607885 1.093794 1.611105
24 H -2.596626 -0.209527 2.341381
25 N -1.136370 -1.511429 -2.573293
26 P -0.172627 -0.125470 -2.266014
27 C -0.483243 0.657693 -3.908496
28 C -1.092220 1.899256 -4.026233
29 C -1.353853 2.430056 -5.280547
30 C -1.025528 1.715250 -6.420633
31 C -0.422014 0.472236 -6.311815
32 C -0.144531 -0.049648 -5.062201
33 C 1.494328 -0.794871 -2.643121
34 C 1.799281 -2.124600 -2.370639
35 C 3.071263 -2.612762 -2.613698
36 C 4.054800 -1.772581 -3.110525
37 C 3.754282 -0.447863 -3.389840
38 C 2.480530 0.040731 -3.161778
39 C -2.060196 -2.097501 -1.757710
40 C -2.907699 -3.078102 -2.303887
41 C -3.814043 -3.714115 -1.492384
42 C -3.840488 -3.372187 -0.141181
43 C -2.987324 -2.388211 0.305322
44 N -2.118751 -1.726458 -0.471884
45 H -1.123134 -1.873196 -3.523832
46 H -1.369206 2.451702 -3.138407
47 H -1.828278 3.396268 -5.372830
48 H -1.231185 2.126610 -7.397149
49 H -0.173646 -0.095803 -7.197034
50 H 0.351321 -1.007457 -4.979828
51 H 1.031502 -2.772664 -1.970214
52 H 3.297514 -3.645537 -2.398429
53 H 5.048653 -2.152712 -3.292548
54 H 4.513540 0.208332 -3.790558
55 H 2.247136 1.070882 -3.399462
56 H -2.840972 -3.304219 -3.357869
57 H -4.489332 -4.455087 -1.893438
58 H -4.520168 -3.859124 0.537795
59 H -2.984596 -2.110304 1.352312
60 I 4.336718 -0.869915 3.772579
61 C 4.252178 0.391356 2.089261
62 C 5.386722 1.041492 1.635067
63 C 5.297186 1.917047 0.577760
64 I 7.045380 2.972763 0.005551
65 C 4.075151 2.136140 -0.082330
66 C 3.893720 3.041535 -1.146711
67 C 2.652348 3.195360 -1.701294
68 C 1.592851 2.412674 -1.226115
69 N 1.705830 1.563774 -0.224181
70 C 2.918771 1.428526 0.369987
71 C 2.983889 0.564006 1.524784
72 O 1.924001 0.033709 2.024690
73 H 6.334618 0.882363 2.128619
74 H 4.738807 3.610694 -1.504971
75 H 2.485334 3.899320 -2.500666
76 H 0.609880 2.498578 -1.680410
77 N 0.955676 -3.548385 0.572384
78 C 0.682355 -2.433695 0.412262
79 C -0.838023 -4.138344 3.208252
80 P -0.711365 -2.473605 3.932520
81 C 0.909822 -2.328794 4.737992
82 C -1.979495 -2.394531 5.251533
83 O -0.949355 -1.379074 2.925772
84 H -0.622320 -4.893287 3.958629
85 H -0.123673 -4.212347 2.386037
86 H -1.842090 -4.291997 2.815841
87 H 1.026831 -3.060340 5.531475
88 H 1.030037 -1.327568 5.147763
89 H 1.676404 -2.486014 3.981884
90 H -1.828938 -3.196296 5.967135
91 H -2.964063 -2.495587 4.799853
92 H -1.919985 -1.436041 5.762131

Forces on the atoms, in the same order (eV/Å):
Nd -1.1 1.7 0.6
C 0.4 0.0 0.1
C -0.4 0.0 0.0
N 0.6 0.1 0.5
C 0.0 0.2 -0.3
C 0.1 -0.3 -0.2
S -0.1 0.2 0.2
C 0.4 -0.1 -0.1
C -0.1 0.1 -0.1
N -0.2 -0.7 0.1
H -0.1 0.0 0.0
H 0.0 0.1 -0.1
H 0.0 0.1 -0.1
H 0.0 -0.1 0.0
H -0.2 0.2 0.0
H -0.1 0.0 0.2
H 0.1 -0.1 -0.1
H -0.1 0.1 0.1
H 0.0 0.1 0.0
H -0.1 0.0 0.1
H 0.0 0.1 -0.1
H 0.0 0.1 0.1
H 0.1 -0.1 -0.1
H 0.0 0.1 0.0
N 0.1 0.0 -0.3
P 0.2 -0.8 -1.2
C 0.1 0.3 0.4
C 0.0 0.0 0.1
C -0.1 0.0 -0.2
C 0.0 0.1 0.0
C 0.0 -0.1 0.1
C 0.0 0.0 0.0
C 0.0 -0.1 0.2
C -0.3 0.1 -0.1
C 0.2 0.0 0.0
C -0.1 -0.1 0.0
C 0.1 0.1 0.0
C 0.0 0.0 0.1
C -0.1 -0.1 0.3
C -0.1 0.0 0.1
C 0.3 0.3 0.0
C 0.0 0.1 0.2
C -0.2 -0.2 0.0
N 0.3 0.0 -0.1
H 0.0 0.1 0.3
H 0.0 0.1 0.1
H 0.0 0.1 0.0
H 0.0 0.1 -0.1
H 0.0 0.0 0.0
H 0.1 -0.1 0.0
H 0.2 0.0 -0.1
H 0.0 -0.1 0.0
H 0.1 0.0 0.0
H 0.1 0.0 0.0
H 0.0 0.0 -0.1
H 0.0 0.0 -0.1
H 0.0 -0.1 0.0
H 0.0 0.0 0.1
H 0.0 0.0 0.1
I 0.2 0.3 -0.3
C -1.0 -0.6 0.5
C 0.3 0.5 -0.5
C 0.8 0.1 0.1
I -0.4 -0.3 0.1
C -0.4 -0.2 0.1
C -0.3 0.0 0.0
C 0.2 0.0 0.1
C -0.2 0.0 0.2
N -0.2 -0.1 -0.1
C 0.5 -0.1 0.3
C 1.3 0.5 -0.1
O -1.2 -0.5 -0.2
H 0.0 0.0 0.0
H 0.0 0.0 0.0
H 0.0 0.0 -0.1
H 0.0 0.0 0.0
N 0.0 0.0 -0.1
C 0.5 -1.2 -0.1
C 0.1 0.7 0.2
P 0.1 -1.2 0.9
C -0.5 0.0 -0.4
C 0.5 0.1 -0.6
O 0.1 0.7 -0.8
H 0.0 -0.1 0.1
H 0.0 0.0 0.0
H -0.1 0.0 0.0
H -0.1 -0.1 0.1
H 0.0 0.1 0.0
H 0.1 0.0 -0.1
H 0.0 -0.1 0.1
H -0.1 0.0 0.0
H 0.0 0.1 0.1



Entry 3:
This record from the OMol25 dataset describes C36H42N5O2P2SSiTa as an isolated structure. The level of theory is the ωB97M-V functional and the def2-TZVPD basis.

Values from the calculation:
Relative energy (zero: lowest compared OMol25 entry of this formula, charge and spin) (kcal/mol): 1.1
2S+1: 1
LUMO energy (eV): -6.490
Strongest force on any atom (eV/Å): 0.51
Charge: +2

Atoms and positions in Å:
1 Ta -0.131269 -0.013925 -0.230656
2 O 2.571975 1.434345 -3.157393
3 C 2.055142 0.741329 -2.318381
4 N 1.170368 1.153980 -1.326723
5 C 1.172550 2.526823 -0.960272
6 C 1.531665 3.610518 -1.765128
7 C 1.496489 4.887585 -1.231477
8 C 1.075052 5.096092 0.075551
9 C 0.706936 4.026570 0.873884
10 C 0.768097 2.730580 0.359871
11 N 0.415067 1.520615 1.047240
12 C 0.658440 1.540141 2.424888
13 O 1.075166 2.480403 3.047852
14 C 0.398743 0.242414 3.081302
15 C 0.539228 0.147712 4.451451
16 C 0.335167 -1.082630 5.051734
17 C 0.011672 -2.147090 4.231389
18 C -0.102822 -1.952076 2.865211
19 N 0.075075 -0.766047 2.267223
20 C 2.378866 -0.700624 -2.181824
21 C 3.350200 -1.264011 -2.981176
22 C 3.740082 -2.569082 -2.722094
23 C 3.137814 -3.225222 -1.663258
24 C 2.145483 -2.588307 -0.937451
25 N 1.738097 -1.339458 -1.195711
26 H 1.849735 3.455685 -2.780264
27 H 1.789583 5.726158 -1.848557
28 H 1.038241 6.096991 0.483348
29 H 0.396405 4.203728 1.888792
30 H 0.819781 1.033197 5.003723
31 H 0.433410 -1.207105 6.121568
32 H -0.153459 -3.137224 4.633333
33 H -0.351727 -2.781124 2.227558
34 H 3.792866 -0.659983 -3.760330
35 H 4.509341 -3.048615 -3.311981
36 H 3.425534 -4.229549 -1.385341
37 H 1.667681 -3.095221 -0.115257
38 C -2.416236 2.747377 0.891164
39 P -1.960376 2.037712 -0.728031
40 C -1.820789 3.562141 -1.703683
41 C -3.544727 1.326852 -1.284416
42 C -4.104008 0.514193 -0.124731
43 P -2.825893 -0.629683 0.548273
44 C -3.135132 -0.644651 2.341605
45 C -3.599448 -2.194925 0.035546
46 H -3.403416 3.206181 0.812893
47 H -1.700187 3.522332 1.148812
48 H -2.423570 2.010018 1.688964
49 H -2.736752 4.121654 -1.501359
50 H -1.757147 3.367603 -2.770362
51 H -0.967528 4.152701 -1.381627
52 H -3.372863 0.713284 -2.172468
53 H -4.224472 2.131131 -1.571915
54 H -4.967401 -0.078636 -0.426016
55 H -4.438321 1.168048 0.680032
56 H -4.212976 -0.643803 2.511778
57 H -2.693346 0.215682 2.841145
58 H -2.717649 -1.547960 2.781495
59 H -4.610822 -2.203964 0.445713
60 H -3.050151 -3.052579 0.402613
61 H -3.674699 -2.243525 -1.050843
62 S -2.040065 -2.168373 -4.169325
63 C -1.495082 -1.828651 -2.609633
64 N -0.985977 -0.640640 -2.369774
65 C -1.020220 0.115546 -3.579950
66 C -0.557129 1.413309 -3.808997
67 C -0.663681 1.958721 -5.070428
68 C -1.227091 1.244033 -6.131813
69 C -1.689683 -0.036558 -5.935824
70 C -1.576787 -0.582482 -4.658841
71 H -1.553374 -2.585297 -1.848816
72 H -0.101992 1.987410 -3.024376
73 H -0.287791 2.958210 -5.245429
74 H -1.291882 1.695929 -7.111914
75 H -2.120029 -0.606669 -6.747962
76 C -1.600861 -5.772822 -1.173440
77 Si -0.576510 -5.196423 0.271663
78 C 1.166256 -5.836857 0.181844
79 C -1.379763 -5.582488 1.905997
80 C -0.491098 -3.332508 0.137933
81 C -0.449724 -2.119101 0.019743
82 H -1.703078 -6.860040 -1.159149
83 H -1.122325 -5.507770 -2.119782
84 H -2.609246 -5.353977 -1.162807
85 H 1.190270 -6.899736 0.432165
86 H 1.826366 -5.322186 0.883315
87 H 1.576012 -5.730455 -0.824881
88 H -1.564633 -6.655248 1.992441
89 H -2.341071 -5.076592 2.022859
90 H -0.735435 -5.299856 2.741859

Forces on the atoms, in the same order (eV/Å):
Ta 0.0 -0.4 0.2
O 0.0 0.0 0.0
C -0.2 0.0 0.1
N 0.2 0.4 -0.2
C 0.0 -0.1 -0.1
C 0.1 -0.1 0.1
C 0.0 0.0 0.0
C 0.0 0.0 0.0
C 0.0 0.0 0.0
C 0.0 0.0 0.0
N 0.1 0.4 0.0
C 0.0 0.0 -0.2
O 0.0 0.0 0.1
C 0.0 0.1 0.0
C 0.0 0.0 0.0
C 0.0 0.0 0.0
C 0.0 0.0 0.0
C 0.0 0.0 -0.1
N 0.1 -0.1 0.1
C -0.1 0.1 -0.1
C 0.0 -0.1 0.0
C 0.0 0.0 0.0
C 0.0 0.0 0.0
C 0.1 0.0 0.2
N 0.1 0.0 0.2
H 0.0 0.0 -0.1
H 0.0 0.0 0.0
H 0.0 0.0 0.0
H 0.0 0.0 0.0
H 0.0 0.0 0.0
H 0.0 0.0 0.0
H 0.0 0.0 0.0
H 0.0 0.0 0.0
H 0.0 0.0 0.0
H 0.0 0.0 0.0
H 0.0 0.0 0.0
H 0.1 0.1 -0.1
C 0.0 0.0 0.0
P 0.1 -0.1 0.0
C 0.0 0.0 0.0
C 0.0 0.0 0.0
C -0.1 0.0 0.0
P 0.0 0.0 0.0
C 0.0 0.0 0.0
C 0.0 -0.1 0.0
H 0.0 0.0 0.0
H 0.0 0.0 0.0
H 0.0 0.0 0.0
H 0.0 0.0 0.0
H 0.0 0.0 0.0
H 0.0 0.0 0.0
H 0.0 0.0 0.0
H 0.0 0.0 0.0
H 0.0 0.0 0.0
H 0.0 0.0 0.0
H 0.0 0.0 0.0
H 0.0 0.0 0.0
H 0.0 0.0 0.0
H 0.0 0.0 0.0
H 0.1 -0.1 0.0
H 0.0 0.0 0.0
S 0.0 -0.1 0.0
C 0.1 0.0 0.1
N -0.1 0.3 -0.4
C 0.0 -0.1 0.1
C 0.0 0.0 0.1
C 0.0 0.0 0.0
C 0.0 0.0 0.0
C 0.0 0.0 0.0
C 0.0 0.1 -0.1
H 0.0 -0.1 0.1
H 0.0 0.0 0.0
H 0.0 0.0 0.0
H 0.0 0.0 0.0
H 0.0 0.0 0.0
C 0.0 0.0 0.0
Si -0.1 0.1 -0.1
C 0.1 -0.1 0.0
C 0.0 0.0 0.1
C -0.4 0.0 -0.1
C -0.2 -0.4 0.0
H 0.0 0.0 0.0
H 0.0 0.0 0.0
H 0.0 0.0 0.0
H 0.0 0.0 0.0
H 0.0 0.0 0.0
H 0.0 0.0 0.0
H 0.0 0.0 0.0
H 0.0 0.0 0.0
H 0.0 0.0 0.0